[1]
Below is a 5-piece molecular cluster, C12H38N3O6 overall, with properties calculated with ωB97M-V/def2-TZVPD.

Output
Net charge   +2
⟨S²⟩   0.75
HOMO energy (alpha / beta)   -14.36 / -14.36 eV
Gap between HOMO and LUMO (alpha / beta)   9.395 / 3.176 eV
Spin multiplicity   2

Last column: Löwdin spin population.
Atoms and positions in Å:
N: -0.4120 -0.1812 -1.0042  0.00
H: 0.1068 -0.9163 -1.4631  0.00
H: -1.4071 -0.2325 -1.1694  0.00
H: 0.0861 0.6607 -1.2556  0.00
H: -0.2520 -0.2744 -0.0113  0.00
C: -4.0564 -0.1003 -1.2061  0.00
C: -3.6363 0.2734 0.2449  0.00
O: -2.7919 1.3947 0.4266  0.00
O: -2.9143 -0.4184 -1.9849  0.00
H: -4.5536 0.7405 -1.6898  0.00
H: -4.6989 -0.9678 -1.0555  0.00
H: -3.2858 -0.5483 0.8695  0.00
H: -4.5431 0.4974 0.8067  0.00
H: -3.3709 2.1600 0.4016  0.00
H: -3.2826 -0.8143 -2.7782  0.00
C: 2.3635 3.6092 -3.0650  0.00
C: 1.7174 2.8345 -1.8273  0.00
O: 1.8328 1.4382 -2.0022  0.00
O: 3.7674 3.5513 -2.8938  0.00
H: 2.1190 4.6514 -2.8597  0.00
H: 2.0641 3.2589 -4.0528  0.00
H: 0.6643 3.1106 -1.7739  0.00
H: 2.2608 3.0520 -0.9077  0.00
H: 2.7018 1.2425 -2.3600  0.00
H: 3.9800 4.2208 -2.2395  0.00
C: 2.0936 -3.5044 -0.7302  0.00
C: 0.9629 -3.5427 -1.7559  0.00
C: -0.4634 -3.8750 -1.1157  0.00
O: -1.3784 -4.2705 -2.0673  0.00
C: -2.4361 -5.0754 -1.6391  0.00
N: 0.8893 -2.1656 -2.2659  0.00
H: 2.3882 -4.4595 -0.2952  0.00
H: 1.8114 -2.8304 0.0786  0.00
H: 3.0281 -3.0217 -1.0161  0.00
H: 1.1614 -4.1668 -2.6272  0.00
H: -0.8799 -3.0335 -0.5621  0.00
H: -0.3068 -4.5898 -0.3078  0.00
H: -3.2131 -4.6523 -1.0024  0.00
H: -2.0131 -5.9022 -1.0685  0.00
H: -2.9476 -5.5393 -2.4825  0.00
H: 1.7908 -1.9519 -2.6681  0.00
H: 0.2798 -2.4152 -3.0316  0.00
C: 0.5614 2.9527 1.7812  0.00
C: 0.6484 1.5360 2.4772  0.04
C: 0.7855 1.6655 3.9912  0.12
O: 1.8878 2.3818 4.4602  0.56
C: 2.1849 2.2196 5.8519  0.05
N: -0.3630 0.6557 1.9476  0.06
H: 1.4017 3.6269 1.9467  0.00
H: -0.2962 3.5919 1.9911  0.00
H: 0.7502 2.7720 0.7230  0.00
H: 1.5500 1.0521 2.1017  0.01
H: 0.7791 0.7601 4.5981  0.02
H: -0.0622 2.2340 4.3737  0.07
H: 3.2252 1.9241 5.9885  0.02
H: 1.5464 1.5732 6.4539  0.00
H: 1.9137 3.1635 6.3247  0.03
H: -0.3889 -0.2245 2.4424  0.00
H: -1.3502 0.8689 1.9545  0.00

Atoms 1-3, force components in eV/Å:
N 0.3461 1.0522 1.6550
H 0.7090 -1.7278 -1.0043
H -0.5514 0.3167 -0.7852

***

[2]
Below is a 7-piece molecular cluster, C12H38O13 overall, with properties calculated with ωB97M-V/def2-TZVPD.

Output
Energy above the lowest of the compared OMol25 structures with the same formula, charge and spin   0.0 kJ/mol
SMILES   OCCO.OCCO.OCCO.OCCO.OCCO.OCCO.O
HOMO energy   -9.42 eV
Gap between HOMO and LUMO   9.687 eV
Spin multiplicity   1

Last column: Löwdin charge in e.
Atoms and positions in Å:
C: 3.9903 7.3003 14.8200  -0.19
C: 5.5170 7.6457 14.9308  -0.24
O: 6.1360 7.4078 13.7012  -0.05
O: 3.6420 5.9062 14.8078  -0.08
H: 3.7165 7.7102 13.8469  0.12
H: 3.4159 7.7718 15.6196  0.10
H: 5.9825 7.0671 15.7304  0.10
H: 5.7519 8.6927 15.1244  0.12
H: 6.3282 6.4663 13.6694  0.09
H: 2.7914 5.7898 14.3784  0.09
C: 2.0067 0.9388 19.6140  -0.25
C: 3.4138 0.9375 19.0323  -0.26
O: 3.5435 1.2064 17.6775  -0.06
O: 1.4986 2.2276 19.7785  -0.07
H: 2.0613 0.5061 20.6163  0.12
H: 1.3453 0.2643 19.0661  0.12
H: 3.9149 -0.0239 19.1448  0.13
H: 3.9564 1.6924 19.6088  0.11
H: 3.2694 2.0985 17.4349  0.04
H: 0.6965 2.1999 20.3057  0.10
C: 5.2274 4.5926 18.6105  -0.16
C: 3.7762 4.6988 18.0828  -0.19
O: 3.4932 3.8830 16.9052  -0.08
O: 6.0958 5.3948 17.7662  -0.10
H: 5.5197 3.5435 18.6181  0.11
H: 5.2524 5.0533 19.5988  0.11
H: 3.5566 5.7480 17.8847  0.11
H: 3.1703 4.3193 18.9047  0.09
H: 3.7015 4.4157 16.1301  0.05
H: 5.9495 6.3331 17.9216  0.04
C: -1.2349 7.0428 16.4872  -0.22
C: 0.2605 7.3489 16.4037  -0.26
O: 0.8150 7.3790 17.6949  -0.08
O: -1.8568 7.1181 15.1844  -0.08
H: -1.7523 7.7116 17.1753  0.12
H: -1.3173 6.0106 16.8332  0.11
H: 0.4312 8.2957 15.8900  0.12
H: 0.7741 6.5960 15.8015  0.11
H: 0.9278 6.4698 17.9979  0.03
H: -2.7580 6.8071 15.2990  0.08
C: 6.5387 8.0830 20.1666  -0.24
C: 5.3883 8.7746 19.4105  -0.20
O: 5.1727 8.1824 18.1153  -0.08
O: 6.6494 8.7578 21.4092  -0.05
H: 7.4634 8.1579 19.5924  0.13
H: 6.2655 7.0282 20.2387  0.10
H: 5.6786 9.8214 19.3017  0.12
H: 4.5038 8.8208 20.0474  0.12
H: 4.6052 8.7947 17.6400  0.09
H: 7.2747 8.2550 21.9377  0.09
C: 7.3463 2.4496 16.4491  -0.25
C: 8.1444 1.3638 15.6559  -0.22
O: 9.4649 1.2922 16.1637  -0.08
O: 7.6798 3.7775 16.0998  -0.08
H: 7.4218 2.2916 17.5270  0.11
H: 6.2729 2.3486 16.2658  0.10
H: 8.1932 1.5943 14.5906  0.11
H: 7.6552 0.4015 15.8010  0.12
H: 9.9206 2.1228 16.0060  0.08
H: 7.2837 4.4258 16.6919  0.03
O: 0.6714 4.7161 18.4937  -0.04
H: 1.1177 4.1251 19.1068  0.01
H: 0.2161 4.1323 17.8837  0.06

Atoms 1-3, force components in eV/Å:
C 0.2665 0.8493 -0.1332
C -0.8730 -0.9562 0.2331
O 0.5025 -0.5707 -0.5310

***

[3]
Below is a 7-piece molecular cluster, C12H38O7 overall, with properties calculated with ωB97M-V/def2-TZVPD.

Output
Energy above the lowest of the compared OMol25 structures with the same formula, charge and spin   464.2 kJ/mol
Net charge   -1
⟨S²⟩   0.75
HOMO energy (alpha / beta)   -0.77 / -4.28 eV
Gap between HOMO and LUMO (alpha / beta)   3.124 / 6.629 eV
Spin multiplicity   2

Last column: Löwdin spin population.
Atoms and positions in Å:
O: -20.5289 -14.1671 -4.1023  0.36
H: -21.0019 -13.5483 -3.5410  0.17
H: -20.2524 -13.7484 -4.9208  0.03
H: -19.8036 -14.5114 -3.5761  0.12
O: -18.6437 -11.6612 -7.5459  0.00
H: -18.1502 -11.0075 -7.0452  0.00
H: -18.1612 -11.9035 -8.3396  0.00
H: -18.8495 -12.4267 -7.0043  0.00
C: -17.1116 -7.8362 -7.8693  0.00
C: -17.0318 -8.3676 -6.4512  0.00
C: -18.2297 -7.7867 -5.6663  0.00
O: -17.0956 -9.7754 -6.3760  0.00
H: -17.9813 -8.2622 -8.3695  0.00
H: -16.2683 -8.2260 -8.4394  0.00
H: -17.0269 -6.7756 -8.1058  0.00
H: -16.0913 -8.2230 -5.9196  0.00
H: -18.2821 -7.9938 -4.5974  0.00
H: -19.2090 -8.0643 -6.0560  0.00
H: -18.1001 -6.7057 -5.7192  0.00
C: -19.3921 -14.8791 -7.4864  0.01
C: -18.0657 -14.8933 -6.6081  0.01
C: -16.9454 -14.9963 -7.5429  0.00
O: -18.1379 -13.7874 -5.7831  0.04
H: -19.4984 -15.8122 -8.0397  0.00
H: -19.4060 -14.0753 -8.2225  0.00
H: -20.2822 -14.7713 -6.8667  0.01
H: -18.1244 -15.8330 -6.0589  0.01
H: -16.0333 -15.1551 -6.9678  0.00
H: -16.9056 -14.0567 -8.0939  0.00
H: -17.0156 -15.8589 -8.2056  0.00
C: -22.7755 -12.0376 -5.6370  0.05
C: -21.7105 -11.0243 -5.2346  0.03
O: -20.5089 -11.6840 -5.5656  0.06
H: -22.6601 -13.0181 -5.1751  0.03
H: -22.7586 -12.1643 -6.7195  0.00
H: -23.7524 -11.7307 -5.2632  0.00
H: -21.8324 -10.7672 -4.1824  0.03
H: -21.9100 -10.0992 -5.7755  0.00
H: -19.7850 -11.1541 -5.2239  0.01
C: -16.7454 -10.0935 -10.5398  0.00
C: -16.3814 -11.1365 -9.5314  0.00
O: -17.3363 -12.2120 -9.5434  0.00
H: -17.7142 -9.6498 -10.3106  0.00
H: -16.8330 -10.5899 -11.5063  0.00
H: -15.9243 -9.4108 -10.7586  0.00
H: -16.2367 -10.6171 -8.5841  0.00
H: -15.4453 -11.5674 -9.8864  0.00
H: -17.2286 -12.6882 -10.3700  0.00
C: -20.5806 -9.8720 -8.8313  0.00
C: -20.7462 -8.6536 -9.7211  0.00
O: -21.6368 -7.7879 -9.0135  0.00
H: -19.9568 -10.5428 -9.4220  0.00
H: -21.5883 -10.2399 -8.6382  0.00
H: -20.1506 -9.5696 -7.8764  0.00
H: -21.2710 -8.8511 -10.6557  0.00
H: -19.8782 -8.0369 -9.9542  0.00
H: -21.8244 -7.0089 -9.5423  0.00

Atoms 1-3, force components in eV/Å:
O -1.0827 -1.7368 -0.9977
H -1.4233 1.6300 1.6787
H 1.4648 0.8678 -1.4352

***

[4]
Below is a 6-piece molecular cluster, C12H39N3O6 overall, with properties calculated with ωB97M-V/def2-TZVPD.

Output
Energy above the lowest of the compared OMol25 structures with the same formula, charge and spin   48.4 kJ/mol
SMILES   COC[C@H](C)N.COC[C@H](C)N.COC[C@H](C)N.O.O.O
HOMO energy   -9.16 eV
Gap between HOMO and LUMO   9.723 eV
Spin multiplicity   1

Last column: Löwdin charge in e.
Atoms and positions in Å:
O: -20.7366 2.8151 -1.9579  -0.07
H: -20.7367 2.3591 -2.8026  0.01
H: -20.3525 3.6880 -2.1455  -0.01
O: -21.2456 6.8814 -2.0149  -0.08
H: -20.8887 7.7169 -1.6986  0.02
H: -20.5059 6.4561 -2.4964  -0.01
O: -19.2885 5.1351 -2.8559  -0.10
H: -19.2998 4.7648 -3.7827  0.02
H: -18.6782 4.5655 -2.3620  0.02
C: -15.8281 2.3966 -0.9711  -0.06
C: -16.5092 3.6513 -0.4207  -0.42
C: -16.2373 4.9064 -1.2562  -0.24
O: -16.8465 6.0555 -0.7344  -0.20
C: -16.7418 7.2400 -1.5303  -0.07
N: -17.9440 3.3606 -0.3228  0.06
H: -16.1852 2.1173 -1.9644  0.06
H: -15.9044 1.5333 -0.3149  0.08
H: -14.7718 2.6341 -1.1385  0.08
H: -15.9831 3.8383 0.5248  0.14
H: -16.5637 4.7484 -2.2955  0.11
H: -15.1658 5.1224 -1.3615  0.12
H: -16.9967 8.0750 -0.8885  0.09
H: -17.4010 7.1558 -2.3963  0.07
H: -15.6893 7.2483 -1.8346  0.09
H: -18.2830 3.9148 0.4607  0.09
H: -18.0980 2.4006 -0.0383  0.08
C: -17.7231 2.2333 -4.6210  -0.05
C: -18.1463 3.4467 -5.4446  -0.41
C: -17.7544 3.2373 -6.9116  -0.19
O: -17.8550 4.5315 -7.4864  -0.23
C: -17.6427 4.4953 -8.8747  -0.12
N: -19.5845 3.6692 -5.2525  0.04
H: -17.9437 2.2502 -3.5585  0.06
H: -16.6441 2.1188 -4.7825  0.08
H: -18.0797 1.3358 -5.1378  0.09
H: -17.6577 4.3528 -5.0792  0.13
H: -18.3249 2.5184 -7.5098  0.13
H: -16.7179 2.8773 -6.9729  0.13
H: -18.3393 3.8122 -9.3771  0.09
H: -16.6659 4.0214 -9.0828  0.09
H: -17.5534 5.4743 -9.3396  0.09
H: -20.1252 2.8103 -5.2552  0.09
H: -19.9481 4.1863 -6.0550  0.09
C: -18.7109 7.7424 -5.5693  -0.06
C: -19.5268 8.1324 -6.8276  -0.42
C: -18.6467 9.0435 -7.6929  -0.21
O: -19.2044 9.3346 -8.9682  -0.21
C: -20.4976 9.9715 -8.8759  -0.09
N: -19.7635 6.8661 -7.5323  0.04
H: -19.1782 6.9990 -4.9247  0.06
H: -18.6420 8.6393 -4.9464  0.08
H: -17.7438 7.3626 -5.8986  0.08
H: -20.5264 8.4730 -6.5542  0.13
H: -17.7022 8.5320 -7.8724  0.13
H: -18.4738 9.9969 -7.1768  0.12
H: -21.2822 9.2831 -8.5537  0.08
H: -20.5894 10.2672 -9.9159  0.09
H: -20.4934 10.7599 -8.1204  0.09
H: -19.9670 7.0266 -8.5209  0.07
H: -18.8819 6.3556 -7.6115  0.03

Atoms 1-3, force components in eV/Å:
O 0.0037 -0.1155 0.0895
H -0.0433 0.0609 -0.0386
H -0.2544 -0.1139 -0.0057